1.
Formula: C10H20O2Si
Source: OMol25
Level of theory: ωB97M-V/def2-TZVPD

**LUMO level**: 0.72 eV
**E_HOMO**: -9.177 eV
**DFT total energy**: -22665.136 eV

```
! wB97M-V def2-TZVPD RIJCOSX def2/J DEFGRID3
* xyz 0 1
Si -1.164 -0.694 1.106
O 2.365 1.831 -1.717
O 0.119 2.666 -0.199
C -1.469 -1.471 -0.591
C 3.364 -0.744 -2.057
C -0.808 -2.166 2.266
C 0.891 1.242 1.895
C -2.689 0.281 1.487
C 1.681 0.942 -1.197
C 0.219 0.644 0.933
C 0.352 1.288 -0.456
C 2.040 -0.512 -1.222
C -0.094 3.526 -1.320
H -0.004 4.488 -0.896
H -2.387 1.274 1.831
H -3.600 -0.107 2.046
H -1.342 -2.032 3.189
H 0.636 3.223 -2.054
H -3.120 0.664 0.561
H -0.410 0.840 -0.995
H 1.362 2.133 1.617
H 2.092 -0.938 -0.239
H 3.321 -1.545 -2.683
H 3.424 0.118 -2.688
H 0.213 -2.373 2.499
H -2.486 -1.920 -0.590
H -1.195 -2.988 1.808
H 4.170 -0.722 -1.349
H 0.796 0.886 2.960
H -0.755 -2.191 -0.929
H 1.207 -1.064 -1.669
H -1.182 3.493 -1.559
H -1.407 -0.855 -1.457
*
```

And the Löwdin charges, in e, turn out to be: 0.58 0.08 -0.17 -0.19 -0.04 -0.15 0.04 -0.18 -0.29 -0.28 -0.30 -0.13 -0.05 0.07 0.03 0.06 0.02 0.08 0.03 0.09 0.06 0.11 0.03 0.06 0.02 0.05 -0.02 0.07 0.09 0.01 0.11 0.10 0.01

=====

2.
Formula: C5H6FN
Source: OMol25
Level of theory: ωB97M-V/def2-TZVPD

**LUMO level**: 0.77 eV
**E_HOMO**: -9.533 eV
**DFT total energy**: -9488.886 eV

```
! wB97M-V def2-TZVPD RIJCOSX def2/J DEFGRID3
* xyz 0 1
F -1.913 -0.088 0.626
N 2.597 0.362 -0.906
C 0.213 -1.965 0.058
C 0.212 -0.513 -0.085
C 1.541 0.018 -0.506
C -0.667 1.876 0.099
C -0.769 0.409 0.174
H 0.258 2.192 -0.392
H -0.786 -2.351 0.359
H -1.420 2.311 -0.521
H -0.737 2.308 1.129
H 0.520 -2.392 -0.908
H 0.951 -2.168 0.873
*
```

And the Löwdin charges, in e, turn out to be: 0.09 0.14 -0.06 -0.24 -0.18 -0.01 -0.30 0.08 0.09 0.08 0.11 0.10 0.11

=====

3.
Formula: C10H14BCdFN6
Source: OMol25
Level of theory: ωB97M-V/def2-TZVPD

**LUMO level (alpha / beta)**: -3.34 / -3.58 eV
**E_HOMO (alpha / beta)**: -8.916 / -8.916 eV
**DFT total energy**: -27492.548 eV

```
! wB97M-V def2-TZVPD RIJCOSX def2/J DEFGRID3
* xyz 0 1
Cd 0.217 0.097 0.478
F 2.039 0.321 1.651
N -1.275 -0.037 -2.899
N 0.516 1.735 -1.224
N 1.231 -1.011 -1.493
N 1.136 -0.742 -2.838
N 0.530 1.675 -2.596
N -1.544 -0.200 -1.566
C 0.898 2.876 -3.092
C -3.428 -0.555 -2.744
C 1.128 3.740 -2.027
C -2.841 -0.524 -1.457
C -2.399 -0.239 -3.626
C 2.146 -1.983 -1.349
C -0.616 -1.862 1.192
C 2.667 -2.338 -2.615
C 0.876 2.980 -0.869
C 2.002 -1.524 -3.530
B 0.163 0.359 -3.344
H 0.971 3.012 -4.165
H -3.298 -0.717 -0.496
H -2.367 -0.143 -4.704
H -1.615 -2.111 0.821
H 0.229 0.491 -4.532
H 2.413 -2.375 -0.377
H 3.419 -3.070 -2.834
H -0.623 -1.774 2.278
H -4.446 -0.775 -2.991
H -1.178 0.914 1.312
H 1.438 4.761 -2.082
H 0.077 -2.650 0.884
H 0.956 3.262 0.174
H 2.083 -1.439 -4.606
*
```

And the Löwdin charges, in e, turn out to be: 1.27 -0.70 -0.04 -0.06 -0.03 -0.04 -0.03 -0.03 -0.07 -0.08 -0.07 -0.17 -0.08 -0.15 -0.05 -0.07 -0.15 -0.07 -0.50 0.12 0.09 0.12 0.00 0.11 0.10 0.08 0.00 0.08 0.12 0.08 0.01 0.10 0.12

=====

Table of energy relative to the best compared isomer or geometry (same formula, charge and spin) (kJ/mol), in record order: 124.8, 58.0, 359.2